[1]
Entry from the Open Molecules 2025 dataset: 6 unconnected molecules or ions with the total composition C24H52BNO8 (ωB97M-V/def2-TZVPD).

SMILES ... COC[C@@H](OC)B(N)O.C1CCOC1.C1CCOC1.C1CCOC1.C1CCOC1.C1CCOC1
Frontier orbital gap ... 0.34545 Eh
LUMO energy ... 0.0294 Eh
Highest occupied orbital energy ... -8.60 eV
Net charge ... 0

Cartesian coordinates (Å):
C: -2.462 0.187 -0.090
O: -2.659 0.599 1.252
C: -1.528 0.470 2.084
C: -0.560 1.661 2.067
O: -0.464 2.272 3.351
C: -1.528 3.151 3.620
B: 0.900 1.305 1.522
N: 2.022 2.218 1.723
O: 1.075 0.140 0.804
H: -2.298 1.045 -0.748
H: -3.360 -0.315 -0.441
H: -1.606 -0.484 -0.184
H: -0.981 -0.445 1.869
H: -1.911 0.399 3.105
H: -0.999 2.389 1.364
H: -1.486 3.413 4.676
H: -1.435 4.069 3.028
H: -2.499 2.691 3.412
H: 2.133 2.754 0.861
H: 2.866 1.652 1.769
H: 0.912 -0.675 1.310
C: 1.546 -2.837 4.716
C: 0.075 -3.248 4.608
C: -0.386 -2.408 3.428
O: 0.752 -2.244 2.568
C: 1.941 -2.673 3.255
H: 2.170 -3.563 5.234
H: 1.631 -1.880 5.236
H: -0.006 -4.311 4.373
H: -0.503 -3.054 5.510
H: -0.709 -1.419 3.755
H: -1.196 -2.872 2.863
H: 2.269 -3.624 2.823
H: 2.728 -1.940 3.104
C: -5.971 -1.108 -4.277
C: -4.730 -1.776 -4.869
C: -3.612 -1.048 -4.139
O: -4.132 -0.703 -2.852
C: -5.546 -0.904 -2.827
H: -6.878 -1.703 -4.370
H: -6.144 -0.143 -4.758
H: -4.720 -2.838 -4.614
H: -4.645 -1.684 -5.948
H: -3.327 -0.132 -4.667
H: -2.718 -1.658 -4.006
H: -5.769 -1.790 -2.221
H: -6.016 -0.039 -2.357
C: 0.290 7.092 -0.553
C: -0.457 6.282 0.507
C: 0.357 4.995 0.534
O: 1.700 5.359 0.214
C: 1.737 6.700 -0.274
H: 0.125 8.166 -0.483
H: -0.004 6.766 -1.553
H: -0.401 6.784 1.475
H: -1.506 6.111 0.272
H: -0.003 4.287 -0.224
H: 0.348 4.496 1.504
H: 2.181 7.345 0.492
H: 2.369 6.734 -1.162
C: -0.558 -0.926 -8.349
C: -0.578 -2.455 -8.335
C: -1.542 -2.737 -7.190
O: -2.475 -1.655 -7.179
C: -2.010 -0.600 -8.023
H: -0.236 -0.500 -9.298
H: 0.101 -0.551 -7.564
H: -0.982 -2.835 -9.275
H: 0.401 -2.905 -8.179
H: -1.018 -2.763 -6.228
H: -2.090 -3.672 -7.310
H: -2.625 -0.573 -8.929
H: -2.129 0.348 -7.497
C: 6.359 -2.512 6.124
C: 7.021 -3.219 4.941
C: 5.810 -3.625 4.110
O: 4.817 -2.623 4.339
C: 5.200 -1.798 5.441
H: 7.020 -1.827 6.652
H: 5.985 -3.246 6.840
H: 7.645 -2.518 4.384
H: 7.637 -4.070 5.227
H: 5.416 -4.595 4.432
H: 6.019 -3.675 3.042
H: 5.506 -0.817 5.062
H: 4.336 -1.660 6.094



[2]
Entry from the Open Molecules 2025 dataset: 3 unconnected molecules or ions with the total composition C24H52N3O8PSi (ωB97M-V/def2-TZVPD).

Frontier orbital gap (alpha / beta) ... 0.29473 / 0.34090 Eh
LUMO energy (alpha / beta) ... 0.0108 / 0.0107 Eh
Highest occupied orbital energy (alpha / beta) ... -7.73 / -8.98 eV
2S+1 ... 3
Net charge ... 0

Cartesian coordinates (Å):
C: -1.651 1.135 4.903
C: -1.848 2.299 3.926
C: -1.881 3.728 4.540
C: -2.318 3.777 6.013
Si: -2.868 4.794 3.386
O: -2.084 4.747 1.915
C: -2.889 6.635 3.823
O: -3.352 6.885 5.160
N: -2.937 8.144 5.601
O: -3.318 8.357 6.687
C: -4.629 4.193 3.030
P: -5.591 3.537 4.371
O: -5.211 2.193 4.817
O: -5.468 4.688 5.488
O: -7.101 3.661 3.812
H: -2.605 0.714 5.216
H: -1.103 0.344 4.391
H: -1.075 1.413 5.786
H: -1.049 2.269 3.185
H: -2.768 2.105 3.367
H: -0.867 4.146 4.467
H: -2.554 4.791 6.335
H: -3.192 3.147 6.182
H: -1.523 3.413 6.663
H: -2.665 4.771 1.147
H: -3.528 7.172 3.113
H: -1.874 7.026 3.702
H: -4.534 3.355 2.331
H: -5.203 4.982 2.540
H: -6.208 4.755 6.106
H: -7.787 3.632 4.491
C: 1.623 -1.034 -0.474
C: 0.396 -1.509 0.301
C: -0.417 -2.513 -0.526
C: -1.152 -1.864 -1.694
C: -2.055 -0.736 -1.204
C: -1.311 0.325 -0.383
N: -0.517 -0.380 0.688
O: -1.184 -0.609 1.754
C: -0.429 1.198 -1.284
C: -2.309 1.249 0.310
C: 0.895 -2.171 1.581
H: 2.226 -1.903 -0.734
H: 1.396 -0.537 -1.408
H: 2.231 -0.361 0.133
H: -1.146 -2.995 0.133
H: 0.263 -3.290 -0.884
H: -0.435 -1.498 -2.434
H: -1.759 -2.615 -2.204
H: -2.540 -0.234 -2.047
H: -2.849 -1.160 -0.581
H: 0.318 1.733 -0.696
H: -1.062 1.935 -1.779
H: 0.077 0.641 -2.068
H: -3.021 0.694 0.915
H: -2.854 1.801 -0.461
H: -1.799 1.966 0.953
H: 1.391 -1.444 2.224
H: 1.617 -2.943 1.307
H: 0.086 -2.628 2.144
C: 3.232 -3.666 -6.429
C: 3.484 -2.743 -5.236
C: 4.951 -2.303 -5.163
C: 5.892 -3.425 -4.735
C: 5.456 -4.018 -3.398
C: 4.003 -4.507 -3.397
N: 3.134 -3.397 -3.928
O: 2.763 -2.567 -3.030
C: 3.856 -5.799 -4.210
C: 3.548 -4.808 -1.973
C: 2.580 -1.527 -5.410
H: 3.493 -3.127 -7.341
H: 3.814 -4.580 -6.419
H: 2.176 -3.935 -6.484
H: 5.028 -1.481 -4.445
H: 5.239 -1.905 -6.139
H: 5.937 -4.200 -5.505
H: 6.906 -3.032 -4.640
H: 6.098 -4.858 -3.119
H: 5.565 -3.257 -2.619
H: 2.812 -5.979 -4.471
H: 4.201 -6.633 -3.600
H: 4.449 -5.811 -5.120
H: 3.696 -3.959 -1.312
H: 4.129 -5.650 -1.594
H: 2.491 -5.080 -1.952
H: 1.530 -1.816 -5.358
H: 2.772 -1.093 -6.393
H: 2.765 -0.772 -4.651



[3]
Entry from the Open Molecules 2025 dataset: 8 unconnected molecules or ions with the total composition C24H52N4O4S4 in a non-equilibrium geometry (ωB97M-V/def2-TZVPD).

Energy above the lowest of the compared OMol25 structures with the same formula, charge and spin ... 0.507 eV
Frontier orbital gap ... 0.33346 Eh
LUMO energy ... 0.0105 Eh
Highest occupied orbital energy ... -8.79 eV
Net charge ... 0

Cartesian coordinates (Å):
C: 1.550 -0.775 2.272
C: 2.818 -0.015 2.651
C: 2.977 1.317 1.810
C: 1.865 2.214 2.040
N: 0.975 2.895 2.156
H: 1.529 -1.795 2.639
H: 1.449 -0.987 1.166
H: 0.573 -0.297 2.526
H: 3.646 -0.658 2.335
H: 2.845 0.236 3.708
H: 2.986 1.007 0.786
H: 3.885 1.955 2.056
C: 2.611 -4.002 1.043
C: 2.209 -4.737 2.335
C: 3.453 -4.968 3.271
C: 4.526 -5.824 2.685
N: 5.364 -6.524 2.356
H: 3.426 -4.511 0.543
H: 2.980 -2.988 1.256
H: 1.795 -3.936 0.395
H: 1.840 -5.717 2.106
H: 1.463 -4.197 2.983
H: 3.175 -5.314 4.226
H: 3.961 -3.993 3.323
C: -2.499 -6.370 0.186
C: -3.112 -4.917 -0.028
C: -2.074 -3.797 0.081
C: -1.559 -3.595 1.426
N: -1.135 -3.486 2.483
H: -3.263 -7.123 0.032
H: -2.060 -6.563 1.179
H: -1.749 -6.639 -0.542
H: -3.935 -4.715 0.713
H: -3.584 -4.885 -0.993
H: -2.451 -2.829 -0.298
H: -1.251 -4.010 -0.658
C: -1.045 0.804 0.147
C: -0.483 1.223 -1.222
C: -0.383 0.083 -2.305
C: 0.173 -1.205 -1.804
N: 0.512 -2.248 -1.466
H: -2.113 0.799 0.116
H: -0.782 1.580 0.872
H: -0.613 -0.083 0.586
H: 0.505 1.672 -1.107
H: -1.144 1.948 -1.681
H: 0.393 0.355 -3.001
H: -1.357 -0.065 -2.800
C: -0.807 4.905 -4.718
S: 0.077 3.494 -4.057
O: 0.856 3.926 -2.797
C: 1.303 3.534 -5.425
H: -0.119 5.752 -4.951
H: -1.555 5.231 -4.029
H: -1.315 4.653 -5.664
H: 2.002 2.751 -5.159
H: 1.789 4.545 -5.305
H: 0.710 3.557 -6.331
C: 3.705 3.124 -1.704
S: 3.159 1.481 -2.111
O: 2.468 1.626 -3.442
C: 4.735 0.628 -2.452
H: 4.302 3.553 -2.565
H: 4.383 3.048 -0.825
H: 2.804 3.703 -1.498
H: 5.408 1.173 -3.175
H: 4.474 -0.387 -2.742
H: 5.219 0.602 -1.479
C: -3.030 1.734 3.609
S: -3.210 0.508 4.999
O: -4.142 -0.487 4.557
C: -1.584 -0.251 4.684
H: -2.102 2.361 3.785
H: -3.938 2.368 3.533
H: -2.903 1.191 2.685
H: -0.720 0.393 4.687
H: -1.746 -0.765 3.712
H: -1.560 -0.979 5.512
C: -3.732 4.509 -0.686
S: -4.353 2.899 -1.290
O: -3.572 2.446 -2.468
C: -5.948 3.468 -1.863
H: -2.643 4.699 -0.637
H: -4.209 4.613 0.262
H: -4.171 5.283 -1.275
H: -6.535 2.637 -2.271
H: -5.888 4.234 -2.640
H: -6.505 3.918 -1.049